Entry 1:
{"formula": "C18H22Cl5NSi2Sn", "method": "ωB97M-V with the def2-TZVPD basis set", "charge": 0, "homo_lumo_gap_ev": 7.5, "multiplicity": 1, "elements": ["Sn", "C", "Si", "C", "C", "C", "C", "C", "C", "C", "C", "N", "Si", "C", "C", "C", "H", "H", "H", "H", "H", "H", "H", "H", "H", "H", "H", "H", "H", "H", "H", "H", "H", "H", "H", "H", "H", "H", "Cl", "C", "C", "C", "Cl", "C", "Cl", "C", "Cl", "C", "Cl"], "positions_angstrom": [[-0.06456, -0.81784, 0.06770], [1.58110, 0.88038, -3.19450], [2.39659, 1.61694, -1.66357], [4.05972, 0.76216, -1.54066], [2.72626, 3.44235, -1.96044], [1.36495, 1.31364, -0.10801], [0.05889, 1.80789, -0.09178], [-0.50400, 2.72211, -1.10183], [-1.00232, 3.91052, -0.75184], [-1.01818, 4.36068, 0.63001], [-0.86495, 4.00635, 1.86142], [-0.68860, 1.36117, 0.97041], [2.33956, 1.24510, 1.53060], [3.42478, 2.77740, 1.57621], [3.43758, -0.27194, 1.65576], [1.28996, 1.26183, 3.07828], [1.93964, 1.40405, -4.08433], [0.49256, 0.89784, -3.20258], [1.87188, -0.16836, -3.29349], [4.53367, 0.80857, -2.52490], [3.96345, -0.29102, -1.27241], [4.73354, 1.23995, -0.82824], [3.25690, 3.56800, -2.90801], [3.34888, 3.86468, -1.17056], [1.81034, 4.03355, -2.01154], [-0.44321, 2.44227, -2.14361], [-1.37860, 4.58524, -1.50786], [-1.23929, 5.42259, 0.89485], [-0.60317, -0.41099, -1.56758], [4.22716, 2.74269, 0.83696], [3.88787, 2.86580, 2.56216], [2.83769, 3.68135, 1.39970], [4.27343, -0.27328, 0.95902], [2.86839, -1.19265, 1.51050], [3.85172, -0.30402, 2.66733], [0.68736, 2.16691, 3.16286], [1.97133, 1.22017, 3.93350], [0.61719, 0.40590, 3.14012], [-2.38585, 1.37255, 0.78016], [-2.46329, -0.42059, 0.43846], [-3.67714, -0.98267, 0.42786], [-3.80916, -2.42220, 0.15780], [-2.48443, -3.45353, -0.15803], [-5.10908, -2.75769, 0.19072], [-5.78890, -4.29697, -0.06394], [-5.89001, -1.55205, 0.47833], [-7.58500, -1.52850, 0.60880], [-5.05174, -0.50776, 0.61480], [-5.50253, 1.10434, 0.95789]], "forces_ev_per_a": [[-0.3, -0.3, 0.0], [0.0, 0.0, 0.0], [0.0, 0.0, 0.0], [0.0, 0.0, 0.0], [0.0, 0.0, 0.0], [0.2, 0.7, 0.0], [0.2, -0.3, -0.2], [-0.1, 0.0, 0.0], [0.1, -0.1, 0.0], [-0.1, 0.2, 0.0], [0.0, -0.2, 0.0], [0.1, 0.1, 0.3], [0.0, -0.2, 0.1], [0.0, 0.0, 0.0], [0.0, 0.0, 0.0], [0.0, 0.0, 0.0], [0.0, 0.0, 0.0], [0.0, 0.0, 0.0], [0.0, 0.0, 0.0], [0.0, 0.0, 0.0], [0.0, 0.0, 0.0], [0.0, 0.0, 0.0], [0.0, 0.0, 0.0], [0.0, 0.0, 0.0], [0.0, 0.0, 0.0], [0.0, 0.0, 0.0], [0.0, 0.0, 0.0], [0.0, 0.0, 0.0], [-0.1, -0.1, 0.0], [0.0, 0.0, 0.0], [0.0, 0.0, 0.0], [0.0, 0.0, 0.0], [0.0, 0.0, 0.0], [0.0, 0.0, 0.0], [0.0, 0.0, 0.0], [0.0, 0.0, 0.0], [0.0, 0.0, 0.0], [0.0, 0.0, 0.0], [0.0, -0.1, 0.0], [-0.2, 0.2, 0.0], [0.1, 0.0, 0.0], [0.0, -0.1, 0.0], [0.0, 0.0, 0.0], [0.0, 0.0, 0.0], [0.0, 0.0, 0.0], [0.0, 0.0, 0.0], [0.0, 0.0, 0.0], [0.0, 0.0, 0.0], [0.0, 0.0, 0.0]], "nbo_charge": [0.898, -1.123, 1.704, -1.126, -1.126, -1.245, 0.345, -0.269, -0.195, -0.633, 0.228, -0.717, 1.726, -1.131, -1.134, -1.126, 0.239, 0.235, 0.241, 0.242, 0.240, 0.236, 0.237, 0.241, 0.235, 0.248, 0.234, 0.329, -0.313, 0.230, 0.242, 0.240, 0.237, 0.242, 0.240, 0.257, 0.234, 0.241, 0.607, -0.184, -0.268, -0.044, 0.077, -0.108, 0.073, -0.086, 0.077, -0.083, 0.056]}

Entry 2:
{"formula": "C18H22ClN3O2", "method": "ωB97M-V with the def2-TZVPD basis set", "charge": 0, "homo_lumo_gap_ev": 8.4, "multiplicity": 1, "elements": ["C", "C", "C", "C", "C", "N", "C", "O", "C", "C", "N", "N", "C", "C", "C", "C", "C", "Cl", "C", "C", "C", "C", "C", "O", "H", "H", "H", "H", "H", "H", "H", "H", "H", "H", "H", "H", "H", "H", "H", "H", "H", "H", "H", "H", "H", "H"], "positions_angstrom": [[-5.02218, -1.75501, -0.52977], [-3.60657, -2.13502, -0.10006], [-3.63206, -2.86987, 1.23833], [-2.67134, -0.91947, -0.06887], [-3.01581, 0.12836, 0.99190], [-2.14231, 1.27887, 0.88866], [-1.08577, 1.43513, 1.70796], [-0.86291, 0.70944, 2.65690], [-0.20120, 2.65708, 1.44549], [0.08565, 2.99120, -0.01838], [0.60071, 1.83592, -0.73232], [1.82313, 1.48118, -0.40692], [2.37856, 0.43227, -0.94723], [3.74319, 0.11245, -0.51975], [4.26620, -1.17411, -0.63679], [5.55653, -1.45119, -0.22757], [6.33842, -0.43784, 0.30448], [7.95382, -0.77998, 0.80685], [5.83311, 0.84727, 0.44057], [4.54311, 1.11454, 0.03149], [1.67293, -0.33234, -1.92434], [0.42147, 0.04405, -2.27200], [-0.20864, 1.18535, -1.65250], [-1.34266, 1.58700, -1.87803], [-5.00331, -1.19523, -1.46203], [-5.51003, -1.14893, 0.22931], [-5.62103, -2.65062, -0.67990], [-3.20125, -2.82050, -0.85482], [-4.13321, -2.27430, 1.99675], [-2.62161, -3.08275, 1.57884], [-4.16735, -3.81184, 1.13961], [-1.64935, -1.26319, 0.11507], [-2.68874, -0.43511, -1.04868], [-2.88040, -0.27913, 1.99481], [-4.04513, 0.47359, 0.87020], [-2.18687, 1.77399, 0.00788], [-0.67953, 3.51807, 1.91731], [0.74036, 2.46751, 1.96413], [-0.80885, 3.32465, -0.54809], [0.84342, 3.77767, -0.06140], [3.66130, -1.97807, -1.02669], [5.95542, -2.44944, -0.31650], [6.44856, 1.62625, 0.86216], [4.13498, 2.10750, 0.13072], [2.14618, -1.17965, -2.39521], [-0.15895, -0.48572, -3.01156]], "forces_ev_per_a": [[0.3, -0.1, 0.0], [0.0, 0.1, 0.1], [0.1, 0.0, -0.3], [-0.2, -0.1, 0.1], [0.0, -0.3, 0.0], [-0.3, 0.0, -0.3], [0.2, 0.5, -0.1], [0.1, -0.2, 0.3], [0.1, -0.2, 0.0], [-0.3, 0.4, 0.3], [-0.4, -0.2, -0.5], [0.9, -0.3, 0.3], [-0.6, 0.4, 0.0], [0.5, 0.0, 0.2], [-0.1, 0.3, 0.0], [0.2, 0.0, 0.1], [-0.3, 0.0, -0.1], [0.2, 0.0, 0.1], [0.1, -0.1, 0.0], [-0.1, -0.2, -0.1], [-0.4, 0.2, -0.1], [0.3, -0.2, 0.0], [0.1, 0.1, 0.0], [-0.3, 0.0, -0.3], [-0.1, 0.1, -0.1], [-0.1, 0.1, 0.1], [-0.1, -0.1, 0.0], [0.0, 0.0, 0.0], [-0.1, 0.1, 0.2], [0.1, -0.1, 0.1], [-0.1, -0.1, 0.1], [0.1, 0.0, 0.0], [0.1, 0.0, 0.0], [-0.1, 0.1, -0.1], [0.0, -0.1, 0.1], [0.2, 0.0, 0.1], [0.0, 0.0, 0.0], [-0.1, 0.0, 0.0], [0.2, 0.0, 0.0], [-0.1, -0.1, -0.1], [-0.1, -0.1, 0.0], [0.1, -0.1, 0.0], [0.1, 0.1, 0.0], [0.0, 0.1, 0.0], [0.0, -0.1, 0.0], [0.0, 0.0, 0.0]], "nbo_charge": [-0.608, -0.208, -0.609, -0.407, -0.233, -0.625, 0.672, -0.633, -0.503, -0.227, -0.200, -0.185, 0.135, -0.088, -0.185, -0.231, -0.022, 0.013, -0.246, -0.115, -0.167, -0.248, 0.595, -0.661, 0.207, 0.199, 0.209, 0.194, 0.202, 0.210, 0.208, 0.203, 0.212, 0.232, 0.192, 0.418, 0.236, 0.242, 0.237, 0.222, 0.214, 0.230, 0.230, 0.226, 0.225, 0.237]}

Entry 3:
{"formula": "C18H22IN4O2Tl", "method": "ωB97M-V with the def2-TZVPD basis set", "charge": 0, "homo_lumo_gap_ev": 8.5, "multiplicity": 1, "elements": ["Tl", "C", "C", "N", "C", "C", "C", "C", "C", "C", "C", "N", "C", "C", "N", "N", "H", "H", "H", "H", "H", "H", "H", "H", "H", "H", "H", "H", "H", "H", "H", "H", "H", "H", "I", "C", "C", "C", "C", "C", "C", "C", "O", "O", "H", "H", "H", "H"], "positions_angstrom": [[0.62412, 1.11405, -0.26098], [-1.81433, -1.47585, -1.21967], [-1.33761, -0.91228, -2.55451], [-1.21603, 0.54549, -2.53608], [-2.45822, 1.30881, -2.50577], [-3.08237, 1.46425, -1.13002], [-4.45644, 1.63122, -1.00668], [-4.99594, 1.79194, 0.25916], [-4.15639, 1.73573, 1.35895], [-2.79202, 1.55542, 1.15361], [-1.85500, 1.44860, 2.35139], [-0.63053, 0.69692, 2.11425], [-0.73276, -0.75191, 2.29984], [-1.52462, -1.41054, 1.17771], [-0.92273, -1.14106, -0.11984], [-2.28017, 1.46685, -0.06909], [-2.79999, -1.05846, -0.99545], [-1.94753, -2.56095, -1.33112], [-0.34564, -1.31747, -2.76695], [-2.02839, -1.25052, -3.34052], [-0.67809, 0.83383, -3.34222], [-2.22484, 2.31725, -2.85937], [-3.21523, 0.89035, -3.18440], [-5.09213, 1.63395, -1.88296], [-6.06146, 1.93035, 0.38837], [-4.55173, 1.81067, 2.36404], [-1.58724, 2.46769, 2.64394], [-2.43022, 1.01625, 3.18208], [0.12773, 1.04030, 2.68846], [0.28843, -1.13030, 2.28579], [-1.19638, -1.00901, 3.26324], [-1.61557, -2.48470, 1.38682], [-2.53826, -0.99751, 1.16433], [-0.02089, -1.61050, -0.21715], [8.98271, -0.30705, -0.52477], [6.91456, -0.56446, -0.18090], [6.41680, -0.40583, 1.10197], [5.05094, -0.52546, 1.31046], [4.19840, -0.81664, 0.25336], [4.72414, -0.99280, -1.02254], [6.08610, -0.86423, -1.24885], [2.69539, -0.80824, 0.43629], [2.24271, -0.31392, 1.49648], [1.98615, -1.20320, -0.53279], [7.08281, -0.18606, 1.92499], [4.63189, -0.38407, 2.29783], [4.04135, -1.22266, -1.82876], [6.49455, -0.99422, -2.24194]], "forces_ev_per_a": [[-0.3, 0.1, -0.1], [0.1, 0.1, -0.1], [0.0, 0.1, 0.2], [0.0, 0.1, 0.0], [0.2, -0.1, 0.1], [-0.1, 0.0, 0.1], [-0.1, 0.0, 0.0], [0.1, 0.0, 0.0], [0.0, 0.0, 0.0], [-0.1, -0.1, 0.0], [0.1, 0.0, 0.0], [-0.2, 0.0, 0.0], [0.0, -0.1, -0.2], [0.1, 0.2, 0.1], [-0.1, -0.2, -0.1], [0.3, 0.0, 0.0], [0.0, -0.1, 0.0], [0.0, 0.0, 0.0], [0.0, 0.0, -0.1], [0.0, -0.1, 0.0], [0.0, 0.0, 0.1], [0.0, 0.0, -0.1], [0.0, 0.0, 0.0], [0.0, 0.0, 0.0], [0.0, 0.0, 0.0], [0.0, 0.0, 0.0], [0.0, 0.0, 0.0], [0.0, 0.1, 0.0], [0.0, 0.1, 0.0], [0.0, 0.0, 0.1], [0.0, 0.0, 0.0], [0.0, 0.0, 0.0], [0.0, -0.1, 0.0], [0.0, 0.0, 0.0], [-0.3, -0.1, 0.1], [0.4, 0.1, -0.1], [0.0, 0.0, 0.0], [0.0, 0.0, 0.0], [-0.1, 0.1, -0.2], [0.0, -0.1, 0.1], [0.0, 0.0, 0.0], [0.0, -0.1, 0.1], [0.1, 0.0, 0.0], [0.1, 0.0, 0.0], [0.0, 0.0, 0.0], [0.0, 0.0, 0.0], [0.0, 0.0, 0.0], [0.0, 0.0, 0.0]], "nbo_charge": [0.746, -0.222, -0.227, -0.621, -0.260, 0.227, -0.265, -0.151, -0.263, 0.224, -0.260, -0.641, -0.243, -0.223, -0.678, -0.462, 0.187, 0.183, 0.215, 0.172, 0.375, 0.222, 0.180, 0.220, 0.220, 0.220, 0.222, 0.185, 0.395, 0.254, 0.171, 0.185, 0.183, 0.423, 0.113, -0.123, -0.265, -0.153, -0.159, -0.157, -0.265, 0.758, -0.764, -0.794, 0.223, 0.235, 0.236, 0.222]}

Values of energy above the lowest of the compared OMol25 structures with the same formula, charge and spin, in order: 0.0283; 0.0755; 0.1709, all in eV.